1.
C4H11N2O | ωB97M-V with the def2-TZVPD basis set

```
18
Properties=species:S:1:pos:R:3:forces:R:3
C 1.849 0.212 -0.253 3.2 2.2 -0.9
C -0.324 1.029 1.720 -0.8 0.2 -3.8
C -1.376 0.128 -1.210 0.7 -3.3 -1.3
C 0.873 -0.683 0.318 -2.2 -0.2 -0.2
N 0.163 -0.266 1.364 -1.5 -4.2 0.3
N -0.342 -0.973 -1.264 0.4 -0.7 0.9
O 2.167 0.216 -1.412 -0.7 -0.3 -0.5
H 2.514 0.866 0.389 -1.1 -0.6 0.3
H 0.016 1.197 2.659 0.5 1.2 2.9
H 0.111 1.667 0.959 0.2 0.9 0.4
H -1.412 1.099 1.532 0.5 0.0 0.8
H -0.875 1.003 -1.482 0.4 1.4 -1.5
H -2.191 -0.280 -1.854 0.1 1.4 0.9
H -1.499 0.302 -0.188 -1.6 -0.3 1.4
H 1.200 -1.702 0.210 -0.1 -0.4 0.7
H -0.456 -1.027 1.737 1.2 0.9 -0.1
H -0.753 -1.979 -1.198 1.1 2.5 -0.5
H 0.336 -0.812 -2.027 -0.6 -0.7 0.2
```
Forces are in eV/Å.

For the calculated total energy, the calculation gives -9345.08542 eV. The value obtained for the LUMO energy is -4.52 eV. The energy above the lowest of the compared OMol25 structures with the same formula, charge and spin is 3.771 eV. The molar mass comes out at 103.145 g mol⁻¹. The total charge is +1.

Results of the Löwdin charge analysis, in e, for atoms 1 through 4: -0.218, -0.034, -0.024, -0.127

2.
C4H11N2O | ωB97M-V with the def2-TZVPD basis set

```
18
Properties=species:S:1:pos:R:3:forces:R:3
C -0.435 1.356 1.085 4.6 -0.1 -0.4
N -0.405 0.636 -0.153 0.5 -0.5 -3.5
C -1.235 1.055 -1.260 0.2 1.4 -0.3
C 0.216 -0.456 -0.412 3.9 -1.9 4.4
N 0.257 -1.233 -1.492 -1.4 1.8 -0.4
C 1.290 -1.077 0.839 -3.5 -3.3 -5.9
O 0.572 -1.502 1.896 -0.3 -0.1 1.7
H 0.161 0.677 1.747 -1.8 1.0 0.4
H 0.228 2.258 0.985 -0.8 -0.5 0.0
H -1.425 1.637 1.153 -2.0 0.4 1.6
H -2.022 0.373 -1.219 -2.0 -0.5 -0.5
H -1.473 2.091 -1.197 -0.9 0.7 0.8
H -0.820 1.112 -2.258 0.9 -0.8 -0.1
H 0.501 -2.205 -1.313 0.0 0.4 -0.7
H -0.262 -0.882 -2.326 0.7 -1.2 0.8
H 2.082 -0.505 1.088 2.5 2.4 0.3
H 1.631 -1.962 0.162 0.2 1.2 1.6
H 1.138 -1.375 2.676 -0.6 -0.3 0.0
```
Forces are in eV/Å.

For the calculated total energy, the calculation gives -9345.71375 eV. The value obtained for the LUMO energy is -2.99 eV. The energy above the lowest of the compared OMol25 structures with the same formula, charge and spin is 3.143 eV. The molar mass comes out at 103.145 g mol⁻¹. The total charge is +1.

Results of the Löwdin charge analysis, in e, for atoms 1 through 4: 0.037, -0.141, -0.003, -0.200

3.
C4H11N2O | ωB97M-V with the def2-TZVPD basis set

```
18
Properties=species:S:1:pos:R:3:forces:R:3
O 1.909 0.994 0.173 1.0 -0.3 0.8
C 0.761 0.986 -0.289 -1.5 1.1 -1.9
N 0.558 1.714 -1.386 0.6 0.0 0.6
C -0.371 0.149 0.305 0.1 -0.5 0.6
N 0.129 -0.496 1.596 0.4 0.4 -0.1
C -1.840 -1.849 -0.007 -0.3 -0.6 0.3
C -0.818 -0.944 -0.671 0.1 -0.2 0.0
H -0.235 1.596 -2.008 -0.1 -0.1 0.1
H 1.326 2.311 -1.729 -0.3 -0.3 0.1
H -1.193 0.797 0.615 0.1 0.3 -0.3
H -0.518 -0.329 2.375 -0.1 -0.1 0.0
H 0.252 -1.510 1.493 0.0 0.0 0.0
H 1.033 -0.091 1.867 -0.1 -0.3 0.3
H -1.356 -2.575 0.658 -0.2 0.2 0.2
H -2.614 -1.281 0.518 0.1 -0.1 0.1
H -2.362 -2.504 -0.711 0.2 0.4 -0.2
H -1.255 -0.494 -1.559 0.1 0.1 -0.1
H 0.076 -1.520 -0.938 -0.1 0.0 -0.3
```
Forces are in eV/Å.

For the calculated total energy, the calculation gives -9333.82353 eV. The value obtained for the LUMO energy (spin up / spin down) is -9.05 / -14.18 eV. The energy above the lowest of the compared OMol25 structures with the same formula, charge and spin is 1.108 eV. The multiplicity is 2. The molar mass comes out at 103.145 g mol⁻¹. The total charge is +2.

Results of the Löwdin charge analysis, in e, for atoms 1 through 4: 0.376, -0.317, 0.344, -0.158

4.
C4H11N2O2 | ωB97M-V with the def2-TZVPD basis set

```
19
Properties=species:S:1:pos:R:3:forces:R:3
C 1.340 0.134 -0.941 1.3 -0.1 0.1
N 0.407 -0.888 -1.023 -0.7 0.6 0.0
C -0.843 -0.391 -1.842 0.4 -1.5 0.0
O -0.542 0.122 -2.998 0.0 0.7 0.1
C 0.849 1.403 -0.082 -0.4 1.5 0.0
N 0.937 1.233 1.270 0.3 -0.8 -0.2
C 0.078 0.292 1.801 -0.8 -1.1 -0.2
O -2.282 -1.221 2.576 0.5 0.2 -0.1
H 2.304 -0.135 -0.489 -0.1 -0.3 -0.1
H 1.557 0.622 -1.898 -0.3 0.3 -0.1
H 0.761 -1.635 -1.610 0.2 -0.2 0.4
H -1.391 -1.364 -1.850 -0.3 0.2 -0.1
H -1.394 0.238 -1.093 0.0 0.2 0.0
H 1.428 2.267 -0.405 0.2 -0.1 0.0
H -0.185 1.535 -0.449 -0.2 -0.4 0.1
H 0.606 -0.563 2.274 0.5 0.4 0.3
H -0.631 -0.227 1.159 -0.3 0.5 -0.1
H -0.445 0.663 2.702 -0.1 0.1 0.0
H -2.557 -2.086 2.895 -0.1 0.0 0.1
```
Forces are in eV/Å.

For the calculated total energy, the calculation gives -11395.24625 eV. The value obtained for the LUMO energy is 0.22 eV. The energy above the lowest of the compared OMol25 structures with the same formula, charge and spin is 8.802 eV. The molar mass comes out at 119.144 g mol⁻¹. The total charge is -1.

Results of the Löwdin charge analysis, in e, for atoms 1 through 4: -0.239, -0.042, -0.526, -0.269

5.
C4H11N2O2 | ωB97M-V with the def2-TZVPD basis set

```
19
Properties=species:S:1:pos:R:3:forces:R:3
C -0.175 0.842 1.444 0.6 0.3 -0.1
C -0.729 1.744 0.345 0.6 0.2 -0.2
C -0.621 3.217 0.758 -0.5 -0.3 0.3
N -0.004 1.614 -0.937 -0.4 -0.2 0.0
H -0.630 1.063 2.414 -0.2 -0.2 0.0
H -0.209 -0.204 1.165 -0.4 -0.1 0.1
H 0.902 1.034 1.533 0.0 0.2 0.1
H -1.763 1.478 0.119 -0.1 0.0 0.2
H -1.324 3.810 0.174 0.3 0.3 -0.3
H -0.871 3.397 1.810 0.0 -0.2 0.0
H 0.415 3.529 0.628 0.0 0.3 -0.2
H -0.174 0.664 -1.277 0.0 0.0 0.2
H 0.990 1.611 -0.730 0.1 0.0 0.1
N 0.398 -3.292 -0.491 -0.1 0.0 -0.1
C 0.400 -1.887 -0.474 -0.2 0.6 -0.4
O -0.717 -1.358 -0.739 0.0 -0.2 -0.1
O 1.476 -1.292 -0.239 0.1 -0.5 0.1
H 1.189 -3.808 -0.166 0.1 -0.1 0.0
H -0.471 -3.741 -0.713 0.1 -0.1 0.2
```
Forces are in eV/Å.

For the calculated total energy, the calculation gives -11403.87627 eV. The value obtained for the LUMO energy is 4.08 eV. The energy above the lowest of the compared OMol25 structures with the same formula, charge and spin is 0.172 eV. The molar mass comes out at 119.144 g mol⁻¹. The total charge is -1.

Results of the Löwdin charge analysis, in e, for atoms 1 through 4: -0.091, -0.508, -0.107, 0.015

6.
C4H11N2O2 | ωB97M-V with the def2-TZVPD basis set

```
19
Properties=species:S:1:pos:R:3:forces:R:3
C 3.664 -0.099 0.552 -0.4 0.6 -1.0
N 2.315 -0.023 1.090 -0.3 -0.2 0.0
C 1.266 0.108 0.094 0.5 0.1 0.9
O 0.058 -0.266 0.534 0.8 0.1 0.1
H 3.721 -0.660 -0.393 0.0 -0.5 0.2
H 4.326 -0.527 1.293 0.2 0.1 0.0
H 3.982 0.898 0.219 0.2 -0.1 0.6
H 2.118 -0.838 1.657 -0.1 0.0 0.0
H 1.526 -0.511 -0.796 -0.3 -0.1 -0.2
H 1.233 1.142 -0.312 -0.1 -0.1 0.0
O -0.984 1.104 -1.739 0.3 0.0 0.5
C -1.357 0.138 -1.111 -1.3 -0.3 -1.4
C -2.606 0.160 -0.239 0.5 0.1 0.2
N -2.661 -0.943 0.713 0.0 0.0 -0.5
H -1.050 -0.880 -1.432 0.1 0.0 0.3
H -2.652 1.159 0.224 -0.3 -0.2 -0.3
H -3.389 0.019 -1.002 0.0 0.3 0.4
H -1.801 -0.966 1.235 0.0 0.0 0.3
H -3.441 -0.839 1.345 0.0 0.0 0.0
```
Forces are in eV/Å.

For the calculated total energy, the calculation gives -11398.19145 eV. The value obtained for the LUMO energy (spin up / spin down) is 0.91 / -2.41 eV. The energy above the lowest of the compared OMol25 structures with the same formula, charge and spin is 2.194 eV. The multiplicity is 2. The molar mass comes out at 119.144 g mol⁻¹.

Results of the Löwdin charge analysis, in e, for atoms 1 through 4: -0.132, -0.096, -0.345, 0.019